# C50H41NO4P3ReSSe3Te

A structure of composition C50H41NO4P3ReSSe3Te (ωB97M-V/def2-TZVPD, OMol25).

Its maximum force is 0.92 eV/A. For the frontier orbital gap (spin up / spin down), the calculation gives 5.97 / 6.08 eV. The value obtained for the energy above the lowest of the compared OMol25 structures with the same formula, charge and spin is 0.0 kJ/mol. The lowest unoccupied orbital energy (spin up / spin down) comes out at 2.11 / 2.11 eV. As for the expectation value of S²: 3.776.

The geometry in ORCA input format:
```
! wB97M-V def2-TZVPD RIJCOSX def2/J DEFGRID3
* xyz -1 4
Re -1.935 1.154 -0.987
O -2.127 -0.531 0.634
P -2.247 -1.600 1.658
C -1.042 -2.945 1.533
P 0.614 -2.326 1.115
O 0.671 -1.811 -0.262
C 0.938 -1.134 2.414
C 1.077 -1.502 3.753
C 1.179 -0.527 4.729
C 1.121 0.816 4.371
C 0.969 1.185 3.044
C 0.887 0.210 2.056
C 1.712 -3.753 1.348
C 2.863 -3.724 2.130
C 3.720 -4.817 2.153
C 3.436 -5.941 1.392
C 2.300 -5.969 0.593
C 1.448 -4.878 0.565
C -2.132 -0.883 3.306
C -2.146 -1.657 4.465
C -2.156 -1.044 5.706
C -2.156 0.344 5.790
C -2.142 1.115 4.638
C -2.132 0.507 3.389
C -3.853 -2.424 1.585
C -4.966 -1.591 1.481
C -6.224 -2.135 1.285
C -6.382 -3.512 1.210
C -5.284 -4.347 1.349
C -4.020 -3.805 1.533
H -1.368 -3.552 0.684
H -1.024 -3.545 2.445
H 1.083 -2.549 4.035
H 1.282 -0.809 5.769
H 1.174 1.578 5.138
H 0.871 2.227 2.773
H 0.730 0.479 1.014
H 3.099 -2.842 2.709
H 4.615 -4.786 2.761
H 4.105 -6.792 1.412
H 2.088 -6.836 -0.020
H 0.584 -4.884 -0.090
H -2.163 -2.740 4.399
H -2.165 -1.644 6.607
H -2.162 0.823 6.762
H -2.132 2.196 4.701
H -2.103 1.102 2.482
H -4.839 -0.516 1.496
H -7.075 -1.478 1.163
H -7.362 -3.936 1.028
H -5.406 -5.422 1.299
H -3.171 -4.469 1.626
O 0.134 3.602 1.556
C -0.654 3.412 0.636
O -1.381 2.341 0.589
C -0.817 4.485 -0.423
C -0.260 5.722 -0.066
C -0.347 6.839 -0.869
C -1.017 6.737 -2.085
C -1.568 5.534 -2.463
C -1.483 4.378 -1.659
S -2.192 2.979 -2.443
H 0.254 5.764 0.884
H 0.094 7.776 -0.553
H -1.107 7.597 -2.738
H -2.088 5.449 -3.411
Se -2.477 -0.559 -2.628
Se -4.579 -1.440 -2.071
Te -5.833 0.719 -1.742
Se -4.275 1.676 -0.040
N -0.027 1.112 -1.511
P 1.209 0.904 -2.405
C 2.658 1.766 -1.714
C 3.851 1.890 -2.426
C 4.914 2.595 -1.887
C 4.787 3.195 -0.638
C 3.596 3.092 0.064
C 2.533 2.377 -0.476
C 1.790 -0.787 -2.743
C 0.978 -1.637 -3.491
C 1.353 -2.951 -3.715
C 2.544 -3.433 -3.189
C 3.352 -2.599 -2.431
C 2.975 -1.281 -2.208
C 1.113 1.693 -4.051
C 0.777 3.049 -4.026
C 0.641 3.764 -5.203
C 0.838 3.130 -6.424
C 1.183 1.788 -6.459
C 1.322 1.071 -5.275
H 3.942 1.434 -3.406
H 5.839 2.690 -2.443
H 5.615 3.756 -0.222
H 3.479 3.578 1.024
H 1.585 2.320 0.043
H 0.031 -1.277 -3.875
H 0.706 -3.603 -4.290
H 2.839 -4.462 -3.362
H 4.273 -2.977 -2.004
H 3.597 -0.644 -1.593
H 0.619 3.541 -3.073
H 0.368 4.811 -5.165
H 0.719 3.682 -7.348
H 1.342 1.293 -7.409
H 1.605 0.027 -5.315
*
```

=====

# C50H42BrCl3MnN5O2S3Se

A structure of composition C50H42BrCl3MnN5O2S3Se in a non-equilibrium geometry (ωB97M-V/def2-TZVPD, OMol25).

Its maximum force is 1.54 eV/A. For the frontier orbital gap (spin up / spin down), the calculation gives 5.20 / 4.90 eV. The value obtained for the energy above the lowest of the compared OMol25 structures with the same formula, charge and spin is 89.6 kJ/mol. The lowest unoccupied orbital energy (spin up / spin down) comes out at 1.50 / 1.50 eV. As for the expectation value of S²: 0.757.

The geometry in ORCA input format:
```
! wB97M-V def2-TZVPD RIJCOSX def2/J DEFGRID3
* xyz -1 2
Mn -0.182 -0.068 -0.417
N -0.363 -0.318 1.528
S 0.175 -0.141 2.832
N 1.630 0.681 3.169
S 3.008 0.061 3.055
N 3.459 -0.706 1.826
S 3.115 -0.095 0.268
N 1.792 -0.038 -0.230
C 3.946 1.510 0.236
C 3.063 2.584 0.193
C 3.585 3.873 0.138
C 4.960 4.073 0.114
C 5.828 2.987 0.141
C 5.322 1.695 0.203
C 4.281 -1.154 -0.561
C 5.408 -1.706 0.042
C 6.258 -2.498 -0.719
C 5.965 -2.734 -2.059
C 4.826 -2.191 -2.637
C 3.972 -1.392 -1.888
C 3.396 -1.063 4.379
C 4.005 -2.274 4.124
C 4.376 -3.069 5.206
C 4.147 -2.632 6.499
C 3.536 -1.406 6.731
C 3.155 -0.612 5.661
C 4.100 1.415 3.455
C 5.456 1.157 3.383
C 6.348 2.156 3.738
C 5.871 3.393 4.153
C 4.511 3.632 4.225
C 3.608 2.629 3.881
C 0.317 -1.700 3.680
C 0.504 -2.790 2.841
C 0.605 -4.052 3.414
C 0.521 -4.203 4.792
C 0.318 -3.102 5.615
C 0.209 -1.835 5.059
C -0.888 0.799 3.918
C -2.197 0.330 3.921
C -3.151 1.004 4.664
C -2.805 2.147 5.375
C -1.503 2.623 5.341
C -0.532 1.946 4.611
H 1.990 2.396 0.169
H 2.907 4.719 0.101
H 5.358 5.080 0.059
H 6.901 3.145 0.112
H 5.994 0.844 0.215
H 5.599 -1.535 1.093
H 7.140 -2.937 -0.267
H 6.622 -3.360 -2.650
H 4.583 -2.402 -3.670
H 3.056 -0.992 -2.305
H 4.156 -2.588 3.098
H 4.837 -4.032 5.028
H 4.439 -3.253 7.337
H 3.344 -1.073 7.743
H 2.672 0.347 5.819
H 5.804 0.184 3.051
H 7.413 1.974 3.677
H 6.570 4.181 4.409
H 4.139 4.600 4.538
H 2.541 2.796 3.905
H 0.531 -2.643 1.763
H 0.724 -4.916 2.773
H 0.604 -5.192 5.227
H 0.236 -3.228 6.689
H 0.034 -0.967 5.686
H -2.457 -0.538 3.321
H -4.171 0.644 4.674
H -3.560 2.679 5.942
H -1.240 3.529 5.872
H 0.480 2.313 4.564
Cl -0.865 0.533 -5.512
C -1.170 0.421 -3.757
Cl 0.327 0.466 -2.831
H -1.647 -0.525 -3.543
H -1.749 1.278 -3.439
Cl -3.058 -1.593 0.197
C -2.242 -0.093 -0.586
H -2.706 0.737 -0.047
H -2.670 -0.074 -1.591
Br 1.609 5.250 3.505
C 0.864 5.354 1.746
C 0.850 6.579 1.098
C 0.312 6.639 -0.183
C -0.189 5.495 -0.794
C -0.147 4.274 -0.137
C 0.378 4.204 1.153
C -0.611 2.989 -0.830
O -1.255 3.096 -1.877
O -0.206 1.969 -0.205
H 1.252 7.459 1.581
H 0.297 7.587 -0.708
H -0.612 5.521 -1.790
H 0.414 3.243 1.650
Se 0.319 -2.651 -1.726
C 0.092 -4.257 -0.746
C 1.194 -5.053 -0.399
C 1.012 -6.246 0.282
N -0.175 -6.718 0.679
C -1.228 -5.946 0.363
C -1.155 -4.748 -0.330
H 2.191 -4.733 -0.683
H 1.873 -6.864 0.530
H -2.196 -6.320 0.688
H -2.049 -4.173 -0.537
*
```